[1]
Molecular formula: C19H28N2O
Method: DFT, the ωB97M-V functional and the def2-TZVPD basis

Energy relative to the best compared isomer or geometry (same formula, charge and spin), kcal/mol: 12.9
HOMO energy, eV: -8.575
Total energy, a.u.: -925.56629
Frontier orbital gap, eV: 9.33

The geometry in XYZ format:
```
50
C19H28N2O, DFT the ωB97M-V functional and the def2-TZVPD basis
O -0.38 1.58 2.39
C 0.17 0.76 1.69
C -0.71 0.94 -4.19
C -1.20 0.51 -2.96
C -0.09 2.20 -4.26
C -1.02 1.24 -1.79
C 0.01 2.99 -3.11
C -0.45 2.51 -1.84
N 0.82 1.24 0.59
N 0.14 4.69 -0.87
C -0.09 -5.44 3.13
C 0.60 4.38 -3.27
C 1.08 5.02 -1.94
C 0.98 2.65 0.24
C -0.20 3.29 -0.57
C 1.10 -1.54 1.17
C -1.33 -1.25 1.93
C -0.40 -5.07 1.69
C 1.08 -3.04 1.49
C -1.37 -2.75 2.28
C 0.13 -0.75 2.04
C -0.38 -3.57 1.39
H -0.81 0.24 -5.03
H -1.65 -0.48 -2.89
H 0.31 2.60 -5.19
H -1.29 0.85 -0.81
H 1.35 0.54 0.06
H -0.71 5.25 -1.00
H -0.05 -6.53 3.30
H -0.84 -5.01 3.83
H 0.90 -5.03 3.43
H 1.44 4.31 -3.92
H -0.09 5.09 -3.74
H 2.08 4.71 -1.71
H 1.10 6.12 -2.08
H 1.88 2.70 -0.36
H 1.15 3.24 1.15
H -1.11 3.22 0.04
H 2.12 -1.18 1.39
H 0.86 -1.39 0.11
H -1.69 -1.15 0.91
H -2.00 -0.66 2.59
H 0.34 -5.53 1.03
H -1.40 -5.42 1.43
H 1.47 -3.16 2.49
H 1.76 -3.53 0.79
H -2.37 -3.17 2.24
H -1.01 -2.84 3.33
H 0.43 -0.91 3.07
H -0.65 -3.43 0.35
```

[2]
Molecular formula: C4H13NO2
Method: DFT, the ωB97M-V functional and the def2-TZVPD basis

Energy relative to the best compared isomer or geometry (same formula, charge and spin), kcal/mol: 61.2
HOMO energy, eV: -7.560
Total energy, a.u.: -365.34493
Frontier orbital gap, eV: 8.33

The geometry in XYZ format:
```
20
C4H13NO2, DFT the ωB97M-V functional and the def2-TZVPD basis
C -1.73 -0.72 -2.96
C -1.84 0.05 -1.62
C -0.43 0.44 -1.05
C 0.03 0.45 0.20
N 0.61 0.71 -1.96
H -0.75 -1.08 -3.20
H -1.78 -0.06 -3.85
H -2.58 -1.46 -2.87
H -2.52 -0.33 -0.74
H -2.28 1.09 -1.80
H 1.04 0.47 0.38
H -0.68 0.40 1.01
H 0.20 0.88 -2.91
H 1.38 0.15 -1.82
H -0.02 -0.95 5.92
H -0.71 -2.29 6.16
O -0.39 -1.74 5.47
H 2.89 0.67 1.36
H 3.68 1.63 0.91
O 3.09 1.07 0.50
```